No. 1
{"formula": "C21H14BrN4O11Re", "method": "wB97M-V/def2-TZVPD", "charge": -1, "e_tot_ha": -4507.288611, "spin_multiplicity": 4, "lumo_energy_ev": [1.054, 1.028], "s_squared": 3.787, "species": ["Re", "O", "C", "C", "O", "C", "C", "O", "C", "O", "O", "Br", "C", "C", "C", "C", "C", "N", "C", "O", "O", "H", "H", "H", "C", "N", "C", "C", "N", "H", "H", "H", "H", "H", "H", "O", "C", "O", "C", "C", "C", "C", "C", "C", "N", "O", "O", "H", "H", "H", "H", "H"], "xyz": [[-0.395, 0.773, -0.938], [4.095, 3.856, -2.730], [3.143, 3.202, -2.350], [1.691, 3.538, -2.544], [1.326, 4.545, -3.129], [0.906, 2.418, -1.893], [1.752, 1.496, -1.358], [1.505, 0.430, -0.739], [3.192, 1.904, -1.595], [4.243, 1.368, -1.284], [-0.352, 2.452, -1.912], [-2.034, -0.358, 2.343], [-2.785, -0.620, 0.618], [-4.009, -1.263, 0.522], [-4.552, -1.451, -0.741], [-3.854, -0.992, -1.854], [-2.619, -0.348, -1.694], [-2.089, -0.166, -0.441], [-1.882, 0.144, -2.969], [-2.466, -0.078, -4.084], [-0.758, 0.732, -2.847], [-4.533, -1.611, 1.403], [-5.508, -1.949, -0.868], [-4.261, -1.129, -2.854], [0.256, -3.279, -4.447], [0.980, -2.821, -3.237], [2.402, -3.245, -3.245], [0.589, -1.721, -2.570], [0.259, -0.765, -2.008], [0.466, -4.334, -4.650], [0.555, -2.681, -5.314], [-0.825, -3.176, -4.303], [2.491, -4.302, -3.516], [2.840, -3.118, -2.250], [2.970, -2.643, -3.961], [-1.023, 2.666, 1.818], [-0.377, 1.578, 1.920], [-0.081, 0.789, 0.969], [0.087, 1.182, 3.311], [0.809, -0.007, 3.516], [1.239, -0.378, 4.792], [0.944, 0.450, 5.881], [0.227, 1.639, 5.703], [-0.196, 1.997, 4.421], [1.392, 0.068, 7.224], [1.114, 0.824, 8.168], [2.026, -0.992, 7.348], [1.032, -0.643, 2.659], [1.794, -1.304, 4.910], [-0.011, 2.294, 6.537], [-0.756, 2.920, 4.269], [-0.963, 2.110, -0.008]], "forces_ev_per_a": [[-5.3, 3.0, 6.5], [-0.9, -0.6, 0.3], [0.9, 0.6, -0.3], [0.2, 0.6, -0.4], [-0.4, -1.2, 0.7], [2.4, 4.7, -2.5], [6.1, 1.9, -1.1], [1.9, -0.8, 1.5], [0.2, 0.1, -0.1], [-1.2, -0.3, 0.1], [0.3, 3.5, 1.0], [-2.1, -1.7, 0.3], [-1.5, -0.5, 1.2], [1.3, 0.7, 0.5], [-0.5, -0.2, -1.1], [0.6, 0.2, 0.1], [-1.9, -1.0, -2.4], [0.6, 0.0, -0.8], [-3.8, -1.4, -3.1], [1.7, 0.5, 2.7], [-3.4, -0.8, -3.9], [0.3, 0.1, 0.1], [0.1, 0.1, 0.1], [0.3, 0.2, 0.2], [-0.5, 0.7, 0.2], [0.0, -0.3, -0.1], [-0.1, 0.6, 0.6], [0.6, -1.1, -0.8], [1.8, -7.6, -1.1], [0.2, 0.2, 0.3], [-0.1, -0.1, 0.0], [0.2, 0.1, 0.0], [-0.3, 0.2, 0.0], [-0.1, 0.1, -0.2], [0.0, -0.1, 0.0], [1.8, -2.6, 0.4], [-1.6, 4.2, 0.9], [2.4, -1.4, 2.4], [0.8, -0.2, 0.6], [0.1, 0.3, 0.2], [-0.1, 0.2, -0.2], [-0.2, 0.2, -0.7], [0.0, -0.1, -0.3], [0.1, -0.2, -0.2], [0.4, -0.4, 1.2], [0.4, -1.1, -1.3], [-0.9, 1.5, -0.1], [-0.1, 0.2, 0.2], [-0.1, 0.3, 0.2], [0.2, -0.3, -0.1], [0.2, -0.3, 0.0], [-1.0, -0.9, -1.6]]}

=====

No. 2
{"formula": "C5H10", "method": "wB97M-V/def2-TZVPD", "charge": 0, "e_tot_ha": -196.427266, "lumo_energy_ev": 1.094, "species": ["C", "C", "C", "C", "C", "H", "H", "H", "H", "H", "H", "H", "H", "H", "H"], "xyz": [[-2.022, -0.158, 0.091], [-0.695, -0.738, -0.221], [0.540, -0.101, -0.068], [0.481, 1.507, -0.057], [1.856, -0.815, 0.040], [-2.661, -0.520, -0.771], [-2.395, -0.871, 0.864], [-2.090, 0.795, 0.172], [-0.704, -1.837, -0.197], [1.109, 2.046, -0.915], [-0.617, 1.651, -0.236], [0.716, 2.049, 0.956], [2.285, -0.441, 1.071], [1.610, -1.895, 0.035], [2.587, -0.671, -0.764]], "forces_ev_per_a": [[-0.8, -8.4, -2.5], [3.9, 0.8, 1.6], [-2.4, 1.3, -1.1], [0.1, -0.1, -0.1], [-0.3, 0.0, 1.6], [0.2, 0.8, 0.6], [-0.1, 1.4, 0.2], [-0.7, 5.9, 1.2], [0.2, 0.4, -0.3], [-1.3, -1.4, 1.9], [1.4, 0.7, -0.1], [-0.1, -1.3, -1.8], [-0.4, -1.1, -2.0], [0.5, 0.4, 0.4], [-0.2, 0.5, 0.2]]}

=====

No. 3
{"formula": "C14H32NO28S7", "method": "wB97M-V/def2-TZVPD", "charge": 1, "e_tot_ha": -5500.918583, "lumo_energy_ev": -1.591, "species": ["N", "H", "H", "H", "H", "C", "C", "O", "S", "O", "O", "O", "H", "H", "H", "H", "C", "C", "O", "S", "O", "O", "O", "H", "H", "H", "H", "C", "C", "O", "S", "O", "O", "O", "H", "H", "H", "H", "C", "C", "O", "S", "O", "O", "O", "H", "H", "H", "H", "C", "C", "O", "S", "O", "O", "O", "H", "H", "H", "H", "C", "C", "O", "S", "O", "O", "O", "H", "H", "H", "H", "C", "C", "O", "S", "O", "O", "O", "H", "H", "H", "H"], "xyz": [[0.215, -0.822, -0.166], [0.953, -0.197, 0.123], [0.538, -1.621, -0.693], [-0.470, -0.227, -0.611], [-0.097, -1.150, 0.737], [3.491, 4.689, -0.120], [4.484, 3.755, -0.671], [3.955, 2.434, -0.383], [3.221, 2.503, 1.082], [4.174, 2.150, 2.059], [2.009, 1.658, 1.067], [2.891, 4.149, 0.983], [2.741, 4.854, -0.893], [3.828, 5.678, 0.190], [5.491, 3.718, -0.254], [4.731, 3.901, -1.723], [-1.596, 3.264, 4.562], [-0.991, 4.032, 3.437], [-1.244, 3.352, 2.346], [-1.953, 1.831, 2.559], [-0.951, 0.791, 2.687], [-3.034, 1.586, 1.598], [-2.487, 2.325, 4.004], [-2.205, 3.872, 5.231], [-0.732, 2.947, 5.145], [0.087, 4.066, 3.600], [-1.286, 5.073, 3.301], [0.078, 5.700, -1.961], [-0.225, 5.437, -0.481], [0.266, 4.207, -0.243], [0.355, 3.257, -1.569], [-0.756, 2.292, -1.480], [1.698, 2.786, -1.793], [-0.095, 4.518, -2.591], [1.132, 5.936, -2.110], [-0.465, 6.487, -2.484], [-1.275, 5.286, -0.229], [0.229, 6.096, 0.259], [-1.922, -4.761, 4.807], [-1.306, -5.705, 3.829], [-1.175, -4.983, 2.590], [-0.920, -3.419, 2.971], [-1.335, -2.523, 1.866], [0.388, -3.122, 3.578], [-2.007, -3.554, 4.195], [-1.384, -4.677, 5.752], [-2.895, -5.145, 5.115], [-1.952, -6.555, 3.613], [-0.288, -6.051, 4.012], [-0.226, -2.958, -5.121], [1.311, -2.805, -5.259], [1.664, -1.580, -4.668], [0.803, -1.366, -3.319], [0.672, 0.101, -3.028], [1.332, -2.221, -2.245], [-0.483, -2.019, -4.073], [-0.545, -3.940, -4.770], [-0.672, -2.527, -6.018], [1.642, -2.794, -6.297], [1.850, -3.575, -4.707], [-5.837, 0.622, -1.397], [-5.964, -0.294, -2.610], [-4.737, -0.936, -2.645], [-3.799, -0.753, -1.296], [-2.398, -0.724, -1.671], [-4.234, -1.700, -0.239], [-4.475, 0.686, -1.044], [-6.282, 0.215, -0.488], [-6.133, 1.649, -1.610], [-5.937, 0.252, -3.552], [-6.810, -0.961, -2.778], [2.972, -4.504, -0.725], [4.442, -4.165, -0.286], [4.208, -2.973, 0.412], [2.845, -3.055, 1.444], [2.250, -1.719, 1.528], [3.148, -3.729, 2.716], [2.094, -3.966, 0.264], [2.609, -5.520, -0.876], [2.821, -3.970, -1.664], [5.045, -3.983, -1.175], [4.916, -4.909, 0.354]], "forces_ev_per_a": [[0.0, 0.9, 1.5], [1.0, 0.2, -0.3], [0.3, 0.0, -0.5], [-0.7, -0.2, -0.5], [-0.9, -0.4, 0.5], [-0.4, 2.4, -1.4], [2.3, -1.4, -0.2], [-1.0, 0.5, 0.8], [-1.9, -1.8, -2.1], [0.4, 0.9, 0.7], [2.0, 2.5, -0.4], [-0.5, -3.4, 2.5], [-0.2, 0.0, 0.0], [0.6, -0.1, -0.2], [-0.1, 0.6, 0.7], [-0.9, -0.3, -0.2], [-0.3, 1.3, 2.0], [1.8, 2.5, 2.2], [-1.6, -4.1, -5.4], [-0.1, 0.2, -0.8], [-1.0, 1.7, 0.0], [2.2, 1.2, 2.3], [-0.1, -1.6, -0.7], [0.0, 0.0, -0.1], [-0.5, -1.3, 0.1], [0.3, 0.1, 0.1], [-0.6, 0.0, 0.2], [1.2, 2.5, 0.9], [-1.7, 2.0, 0.0], [2.7, -4.3, -0.5], [-2.5, -0.8, 0.5], [2.5, 2.1, -0.5], [-1.7, 1.0, 0.0], [-0.4, -4.5, -0.5], [0.3, 0.6, 0.5], [-0.4, -0.2, 0.4], [-0.5, 1.1, -0.5], [0.0, 0.4, -0.4], [-0.1, -1.7, 2.3], [1.1, -1.5, -1.3], [0.5, 1.7, -0.7], [0.8, 1.4, 0.0], [0.4, -2.6, 2.7], [-2.7, -1.3, -1.4], [-0.1, 3.5, -2.0], [0.5, 0.0, -0.1], [-0.4, 0.5, -0.4], [0.1, 0.1, 0.0], [-0.2, -0.1, 0.7], [1.7, 1.2, 0.4], [0.3, -1.4, -0.3], [0.5, 1.4, 1.1], [0.3, 2.1, -0.9], [0.0, -5.0, -1.0], [-1.1, 1.0, -1.9], [-0.8, 1.2, 2.5], [-0.1, 0.1, -0.5], [-0.5, -0.6, 0.2], [0.0, 0.1, 0.2], [-0.1, -0.3, -0.2], [-1.3, 0.2, 0.9], [0.1, 1.2, -1.3], [3.0, -2.5, 0.6], [-1.9, -1.8, 0.9], [-2.2, 0.5, 0.4], [1.1, 2.4, -2.6], [2.5, -0.3, 0.0], [-0.8, 0.1, -0.3], [-0.2, -0.2, 0.2], [-0.2, 0.6, 0.1], [0.0, -0.2, 1.1], [0.5, 0.0, -0.5], [-1.7, -1.1, 0.0], [-0.6, 1.5, 2.2], [1.5, 0.3, -0.3], [1.0, -2.7, -0.7], [-0.7, 0.9, -3.5], [-0.4, 1.0, 2.2], [0.7, -0.2, 0.2], [-0.3, 0.2, 0.2], [0.0, 0.3, 0.3], [-0.1, -0.1, 0.0]]}

=====

| no. | strongest force on any atom (eV/A) |
| --- | --- |
| 1 | 8.91 |
| 2 | 8.81 |
| 3 | 6.98 |